Density functional theory data (ωB97M-V/def2-TZVPD) for a 15-piece molecular cluster, C3H36NO14 overall at a distorted geometry.

The spin multiplicity is 1. Its largest force on an atom is 9.30 eV/Å. Its total charge is +1. As for the LUMO energy: -2.55 eV. As for the energy above the lowest of the compared OMol25 structures with the same formula, charge and spin: 5.6470 eV. The value obtained for the HOMO energy is -11.202 eV.

Last column: Löwdin charge in e.
CARTESIAN COORDINATES (ANGSTROEM)
C -0.95 3.35 -1.53  -0.014
C -0.02 2.53 -0.67  -0.462
C -0.36 1.27 -0.43  -0.014
N 1.02 3.06 -0.05  0.112
H -0.41 3.99 -2.18  0.064
H -1.68 2.93 -2.27  0.097
H -1.50 4.09 -1.01  0.073
H -0.06 0.73 0.46  0.047
H -1.31 0.85 -0.83  0.048
H 1.67 2.46 0.47  0.074
H 1.32 3.97 -0.23  0.103
H -1.30 -0.75 -2.84  0.041
H -4.23 -0.50 0.88  0.040
H -2.94 0.39 0.70  0.095
O -3.49 -0.38 0.34  -0.050
H 1.89 0.99 -1.28  0.047
H 3.51 0.64 -1.63  0.103
O 2.57 0.61 -1.87  -0.009
H -1.72 -2.72 0.70  0.034
H -0.88 -1.38 1.29  0.093
O -0.76 -2.37 0.89  -0.161
H 3.60 3.09 1.74  0.017
H 3.81 1.58 2.40  0.141
O 3.55 2.17 1.54  -0.101
H 1.42 -2.22 -2.14  0.094
H 2.15 -0.79 -2.12  0.038
O 1.70 -1.44 -2.76  0.083
H -3.33 0.32 -1.36  0.009
H -3.28 -0.12 -2.76  0.087
O -2.80 0.48 -2.15  -0.079
H 0.68 2.61 1.95  0.076
H 0.75 1.59 3.10  -0.015
O 0.14 2.07 2.60  -0.014
H 1.60 -2.34 0.16  0.053
H 3.18 -2.53 0.12  0.074
O 2.49 -1.88 -0.09  -0.072
H 1.45 -3.78 2.52  0.102
H 0.91 -2.82 1.52  -0.093
O 1.44 -2.83 2.24  -0.039
H -0.18 -2.39 -0.73  0.022
H -0.46 -3.12 -2.16  -0.012
O 0.04 -2.71 -1.61  0.040
H 1.22 -0.06 4.22  0.073
H 2.02 -0.65 2.94  0.070
O 1.88 0.14 3.54  -0.075
H -0.67 0.91 2.06  0.038
H -1.98 0.14 2.52  0.059
O -1.35 0.15 1.82  -0.142
H 0.80 -1.09 -3.14  0.071
H -0.53 0.48 -2.90  0.074
O -0.53 -0.42 -3.32  -0.022
H -3.41 -2.14 0.96  0.053
H -3.45 -3.12 -0.21  -0.033
O -3.24 -3.03 0.60  0.063



Density functional theory data (ωB97M-V/def2-TZVPD) for a 15-piece molecular cluster, C3H36NO15 overall at a distorted geometry.

The spin multiplicity is 1. Its largest force on an atom is 2.08 eV/Å. Its total charge is -1. As for the LUMO energy: 2.76 eV. As for the energy above the lowest of the compared OMol25 structures with the same formula, charge and spin: 0.0000 eV. The value obtained for the HOMO energy is -6.172 eV.

Last column: Löwdin charge in e.
CARTESIAN COORDINATES (ANGSTROEM)
C -0.16 -0.43 -0.21  -0.230
N 0.56 0.86 -0.08  -0.054
C 1.39 0.95 1.14  -0.385
O 2.43 0.08 1.14  -0.279
C -0.17 -0.92 -1.68  -0.075
H -1.20 -0.29 0.10  0.074
H 0.34 -1.22 0.39  0.088
H 1.14 0.96 -0.93  0.077
H 1.77 2.01 1.25  0.133
H 0.73 0.77 1.98  0.077
H -0.61 -0.18 -2.36  0.065
H 0.85 -1.16 -2.05  0.067
H -0.72 -1.83 -1.77  0.051
H 3.33 0.89 -0.07  0.037
H 3.24 0.91 -1.64  -0.007
O 3.55 1.42 -0.89  -0.088
H -0.77 2.05 0.51  0.019
H -1.40 1.99 1.89  0.018
O -1.60 2.30 0.98  -0.096
H -2.35 -0.98 2.07  -0.003
H -0.91 -1.55 2.42  0.026
O -1.87 -1.77 2.44  -0.084
H 2.68 -1.62 -1.08  0.044
H 2.44 -1.15 0.39  0.011
O 2.54 -2.03 -0.20  -0.133
H 1.17 3.21 -0.48  0.049
H 2.55 2.78 -1.11  0.027
O 1.79 3.43 -1.22  -0.110
H 1.37 -2.29 2.73  0.014
H 1.80 -0.88 2.34  0.030
O 1.17 -1.41 2.96  -0.074
H -3.98 -1.26 -1.56  0.087
H -2.74 -1.71 -0.74  0.002
O -3.22 -0.92 -1.06  -0.076
H -0.65 1.97 -2.43  0.008
H 0.71 2.78 -2.38  0.021
O 0.17 2.16 -2.97  -0.123
H -2.10 1.95 -0.71  0.005
H -2.43 0.78 -1.65  0.004
O -2.14 1.69 -1.63  -0.034
H -2.11 -2.69 1.00  0.030
H -1.20 -3.27 -0.07  -0.024
O -2.11 -3.03 0.06  -0.078
H 1.40 1.04 -3.17  0.005
H 2.74 0.91 -3.86  0.039
O 2.22 0.47 -3.21  -0.083
H -2.77 0.97 1.16  -0.007
H -3.45 -0.20 0.49  0.020
O -3.33 0.22 1.37  -0.075
H 1.21 -2.96 -0.11  -0.004
H 0.83 -4.38 -0.69  0.043
O 0.53 -3.69 -0.10  -0.083
H -1.98 0.49 3.38  0.028
H -0.48 0.39 3.47  0.043
O -1.20 1.03 3.36  -0.033



Density functional theory data (ωB97M-V/def2-TZVPD) for a 16-piece molecular cluster, C3H38NO16 overall at a distorted geometry.

The spin multiplicity is 1. Its largest force on an atom is 8.20 eV/Å. Its total charge is -1. As for the LUMO energy: 2.55 eV. As for the energy above the lowest of the compared OMol25 structures with the same formula, charge and spin: 4.8941 eV. The value obtained for the HOMO energy is -6.973 eV.

Last column: Löwdin charge in e.
CARTESIAN COORDINATES (ANGSTROEM)
C -3.49 0.57 -0.22  -0.241
N -2.80 -0.78 -0.55  -0.033
C -3.04 -1.22 -1.93  -0.283
O -2.39 -0.41 -2.89  -0.049
C -3.71 0.73 1.25  -0.089
H -4.35 0.65 -0.87  0.107
H -2.78 1.25 -0.71  0.089
H -1.84 -0.63 -0.46  0.034
H -2.58 -2.21 -1.84  0.113
H -4.06 -1.19 -2.16  0.097
H -4.22 1.75 1.25  0.094
H -4.40 0.00 1.63  0.067
H -2.92 0.85 1.96  0.055
H 0.13 -3.11 -2.17  -0.025
H -0.25 -4.45 -1.58  -0.015
O 0.21 -4.06 -2.30  -0.055
H 2.54 2.61 2.27  -0.065
H 2.67 2.08 0.85  0.017
O 3.00 2.06 1.75  -0.007
H 0.41 4.70 2.30  -0.021
H 0.81 3.41 1.97  0.002
O 0.92 4.08 2.63  0.027
H -1.26 3.24 -0.59  0.119
H -0.27 3.86 -1.61  -0.019
O -0.82 4.16 -0.93  -0.100
H 0.63 3.12 -0.20  -0.037
H 0.93 1.59 -0.05  0.050
O 0.90 2.52 0.43  -0.109
H -0.28 3.42 3.72  -0.023
H -0.15 2.26 4.55  -0.006
O -0.81 2.87 4.32  -0.060
H -1.20 0.92 -1.70  -0.041
H -0.05 0.96 -0.85  -0.064
O -0.48 1.47 -1.57  -0.067
H -0.74 -3.54 0.92  0.058
H -1.67 -3.74 -0.26  0.017
O -1.30 -4.29 0.46  -0.089
H -1.58 -0.91 -3.05  0.057
H 0.25 -0.73 -1.48  -0.034
O 0.33 -1.29 -2.23  -0.047
H 3.42 -2.89 -2.54  0.069
H 2.38 1.06 -1.99  -0.053
O 2.76 0.41 -1.58  0.011
H -0.74 -2.06 1.50  -0.031
H -0.09 -1.21 2.33  0.077
O -0.55 -2.12 2.43  -0.064
H 2.95 -0.15 2.70  0.020
H 4.03 -0.90 1.78  0.050
O 3.59 -0.88 2.65  -0.071
H 2.11 -0.15 -1.09  0.026
H 0.16 0.15 0.99  -0.057
O 0.54 0.04 0.18  -0.294
H 1.22 -1.66 0.07  -0.039
H 2.27 -1.73 1.14  -0.038
O 1.89 -2.22 0.44  -0.037
H 3.64 -1.48 -2.65  0.151
H 1.21 -1.63 -2.37  -0.007
O 2.80 -2.18 -2.86  -0.136



Density functional theory data (ωB97M-V/def2-TZVPD) for a 17-piece molecular cluster, C3H39O17 overall at a distorted geometry.

The spin multiplicity is 1. Its largest force on an atom is 3.57 eV/Å. Its total charge is -1. As for the LUMO energy: 2.09 eV. As for the energy above the lowest of the compared OMol25 structures with the same formula, charge and spin: 3.0725 eV. The value obtained for the HOMO energy is -5.797 eV.

Last column: Löwdin charge in e.
CARTESIAN COORDINATES (ANGSTROEM)
C -0.37 1.59 0.60  -0.030
C -0.24 0.04 0.76  -0.478
C -1.46 -0.75 0.40  -0.053
O 0.88 -0.47 0.03  -0.368
H -0.80 1.92 -0.37  0.071
H 0.54 2.13 0.68  0.039
H -1.12 1.95 1.32  0.089
H 0.04 -0.19 1.77  0.103
H -2.32 -0.70 1.04  0.082
H -1.24 -1.74 0.20  0.040
H -1.82 -0.29 -0.57  0.085
O 2.88 3.45 1.35  -0.092
H 2.20 4.11 1.05  -0.010
H 3.66 3.66 0.84  0.016
O 0.67 -2.85 1.41  -0.027
H 0.62 -2.07 0.85  -0.014
H 0.04 -2.55 2.06  0.000
O 1.24 3.51 -2.05  -0.042
H 1.92 4.09 -2.38  0.083
H 1.70 2.71 -1.82  -0.014
O -1.42 3.92 -2.81  -0.070
H -1.49 4.85 -2.96  0.016
H -0.52 3.76 -2.47  -0.020
O 2.74 -0.69 1.65  -0.061
H 2.35 -0.12 2.29  -0.026
H 2.05 -0.75 0.98  -0.059
O 2.40 1.43 -1.07  -0.028
H 1.65 0.99 -0.67  -0.014
H 2.61 0.90 -1.85  0.071
O -2.74 -3.36 1.74  -0.019
H -3.00 -2.74 1.08  -0.003
H -2.46 -2.74 2.36  -0.049
O -0.17 0.84 -3.02  -0.041
H -0.14 1.18 -2.12  0.003
H -1.11 0.83 -3.28  0.062
O 3.03 -1.60 -1.24  -0.024
H 2.29 -1.09 -0.96  -0.052
H 3.68 -0.97 -1.55  0.023
O 0.83 4.73 0.23  -0.076
H 0.09 4.23 0.54  0.016
H 1.04 4.30 -0.65  0.009
O -0.82 -4.89 0.28  -0.094
H -0.34 -4.22 0.70  -0.066
H -1.23 -4.53 -0.54  -0.035
O 0.26 -1.75 -2.16  -0.068
H 0.30 -1.20 -1.38  -0.037
H -0.08 -1.14 -2.86  0.037
O 0.81 -0.26 4.58  -0.031
H 1.45 0.29 4.13  0.047
H 0.99 -0.13 5.52  0.052
O -3.84 -0.82 -2.32  -0.025
H -4.66 -0.60 -2.72  0.017
H -3.41 0.02 -2.45  0.012
O -1.18 -1.92 3.50  -0.043
H -0.79 -1.20 4.02  0.025
H -1.01 -2.59 4.14  0.059
O -1.54 -3.87 -1.99  -0.049
H -1.20 -2.98 -2.14  0.007
H -2.44 -3.68 -1.70  0.050



Density functional theory data (ωB97M-V/def2-TZVPD) for C3H3AgCl9F as an isolated structure at a distorted geometry.

The spin multiplicity is 3. Its largest force on an atom is 1.59 eV/Å. As for the LUMO energy (alpha / beta): 0.30 / -5.00 eV. The expectation value of S² is 2.01. The value obtained for the HOMO energy (alpha / beta) is -8.017 / -11.110 eV.

Last column: Mulliken spin population.
CARTESIAN COORDINATES (ANGSTROEM)
Ag 1.32 12.18 5.66  1.622
F 1.03 10.76 3.95  0.343
C 2.35 7.79 2.92  0.001
Cl 2.63 7.74 4.69  0.005
Cl 0.64 7.53 2.39  0.001
Cl 3.45 6.67 2.17  0.000
H 2.70 8.76 2.57  -0.001
C -1.77 9.30 4.44  0.004
Cl -1.16 7.87 5.37  0.000
Cl -1.87 10.68 5.53  0.017
Cl -3.43 8.97 3.87  0.002
H -1.19 9.58 3.57  0.002
C 1.04 10.86 0.56  -0.002
Cl 2.31 9.86 -0.10  0.001
Cl -0.18 11.18 -0.75  0.001
Cl 1.72 12.42 1.20  0.005
H 0.46 10.40 1.37  -0.001



Density functional theory data (ωB97M-V/def2-TZVPD) for C3H3AgLi2O3 as an isolated structure at a distorted geometry.

The spin multiplicity is 1. Its largest force on an atom is 2.60 eV/Å. As for the LUMO energy (alpha / beta): -0.81 / -0.81 eV. The value obtained for the HOMO energy (alpha / beta) is -6.925 / -6.924 eV.

Last column: Löwdin charge in e.
CARTESIAN COORDINATES (ANGSTROEM)
O 0.60 2.46 1.30  -0.129
Li -1.09 1.96 2.88  0.615
C 0.34 1.23 1.34  -0.517
O 1.29 0.33 1.53  -0.246
C 0.94 -1.11 1.34  -0.272
H 1.90 -1.59 1.07  0.013
H 0.37 -1.13 0.39  -0.008
Li 0.90 -1.55 3.53  0.662
C -0.19 0.44 4.56  -0.295
O -0.79 -0.69 4.60  -0.413
Ag -1.48 -0.88 2.37  0.601
H 0.77 0.50 5.18  -0.010



Question: The highest spin multiplicity belongs to which entry?
Answer: C3H3AgCl9F



Question: Which value of spin multiplicity does entry 1 give?
Answer: 1